(1)
Density functional theory data (wB97M-V/def2-TZVPD) for C23H26N2O4 in the gas phase.

The geometry in ORCA input format:
```
! RIJCOSX wB97M-V def2-TZVPD def2/J DEFGRID3
* xyz 0 1
C 4.4791 0.7311 -0.7651
C 4.9402 -0.7060 -0.5352
O 4.2222 -1.3538 0.4943
C 2.9606 -1.8095 0.2717
C 2.2868 -1.7826 -0.9456
C 1.0031 -2.2932 -1.0351
C 0.3667 -2.8387 0.0699
C 1.0446 -2.8674 1.2832
C 2.3218 -2.3615 1.3844
H 2.8544 -2.3789 2.3214
H 0.5681 -3.2856 2.1573
C -1.0553 -3.3224 -0.0436
N -1.9965 -2.2237 -0.0147
C -2.6657 -1.7756 -1.1175
O -2.5145 -2.1937 -2.2469
C -3.5677 -0.7090 -0.6279
C -4.4902 0.0624 -1.3127
C -5.2265 0.9880 -0.5909
C -5.0414 1.1346 0.7776
C -4.1148 0.3631 1.4650
C -3.3872 -0.5642 0.7479
C -2.2931 -1.4904 1.1905
H -2.5852 -2.1539 2.0119
C -1.1220 -0.6100 1.6892
O -0.8743 -0.4805 2.8642
N -0.4851 0.0215 0.6891
H -0.7599 -0.1767 -0.2606
C 0.5910 0.9552 0.8971
H 1.3911 0.7509 0.1831
H 0.9728 0.8042 1.9088
C 0.1210 2.4208 0.7635
H -0.6347 2.6097 1.5336
C -0.3827 2.7577 -0.6439
H -1.0494 3.6192 -0.5955
H -0.9139 1.9336 -1.1141
C 0.9125 3.1314 -1.3625
H 1.4003 2.2409 -1.7597
C 1.7462 3.7508 -0.2349
H 1.6836 4.8451 -0.2466
O 1.2028 3.2995 0.9985
H 2.8015 3.4641 -0.2915
H 0.7533 3.8294 -2.1809
H -3.9657 0.4814 2.5271
H -5.6288 1.8623 1.3173
H -5.9550 1.6037 -1.0969
H -4.6225 -0.0644 -2.3759
H -1.2917 -4.0110 0.7740
H -1.2116 -3.8268 -1.0017
H 0.4855 -2.2664 -1.9837
H 2.7482 -1.3788 -1.8336
H 4.8959 -1.2851 -1.4661
H 5.9746 -0.7059 -0.1803
H 4.4807 1.2707 0.1789
H 5.1537 1.2256 -1.4588
H 3.4732 0.7583 -1.1770
*
```

Results
Max |F| = 0.655 eV/A
ΔE to the lowest compared entry with this formula, charge and spin = 1.5517 eV
Gap between HOMO and LUMO = 9.016 eV

---

(2)
Density functional theory data (wB97M-V/def2-TZVPD) for C23H26N2O4 in the gas phase.

The geometry in ORCA input format:
```
! RIJCOSX wB97M-V def2-TZVPD def2/J DEFGRID3
* xyz 0 1
C 3.0077 -2.4678 -4.8097
H 3.0846 -2.8569 -5.8222
C 2.3030 -3.4704 -3.9044
C 0.8700 -3.7358 -4.3740
O 0.0747 -2.5668 -4.3966
C -0.3694 -2.0166 -3.2449
C -0.2440 -2.5749 -1.9728
C -0.7464 -1.9152 -0.8692
C -1.3778 -0.6806 -0.9958
C -1.5074 -0.1315 -2.2759
C -1.0225 -0.7865 -3.3797
H -1.1241 -0.3697 -4.3691
H -2.0004 0.8234 -2.3731
C -1.9089 0.0906 0.1417
O -2.3451 1.2155 0.0012
C -1.9004 -0.5843 1.5032
C -2.5483 0.3109 2.5681
N -1.7999 1.5166 2.8687
H -1.6256 2.0168 2.0026
C -0.5892 1.3573 3.6624
C -0.7968 2.1156 4.9978
O 0.0283 2.1376 5.8685
O -1.9688 2.7245 5.0661
H -2.4214 2.5219 4.2007
H -0.4288 0.3049 3.9275
C 0.6891 1.8937 2.9946
C 1.1853 1.0206 1.8892
C 1.8091 -0.1866 2.0263
N 2.1421 -0.6903 0.7965
C 1.7534 0.1970 -0.1653
C 1.9002 0.1502 -1.5451
C 1.3955 1.2033 -2.2743
C 0.7614 2.2808 -1.6493
C 0.6239 2.3387 -0.2822
C 1.1264 1.2875 0.4850
H 0.1366 3.1813 0.1852
H 0.3764 3.0846 -2.2586
H 1.4923 1.2016 -3.3497
H 2.3966 -0.6802 -2.0251
H 2.6504 -1.5425 0.6350
H 2.0508 -0.7249 2.9234
H 0.4932 2.8974 2.6128
H 1.4508 1.9692 3.7745
H -3.5323 0.6252 2.2080
H -2.6831 -0.2519 3.4961
H -0.8646 -0.7992 1.7770
H -2.4424 -1.5292 1.4335
H -0.6284 -2.3753 0.0998
H 0.2393 -3.5294 -1.8316
H 0.3980 -4.5162 -3.7643
H 0.8818 -4.0718 -5.4145
H 2.8420 -4.4196 -3.9002
H 2.2852 -3.0855 -2.8828
H 4.0095 -2.2598 -4.4418
H 2.4490 -1.5354 -4.8419
*
```

Results
Max |F| = 0.633 eV/A
ΔE to the lowest compared entry with this formula, charge and spin = 1.5720 eV
Gap between HOMO and LUMO = 8.307 eV

---

(3)
Density functional theory data (wB97M-V/def2-TZVPD) for C23H26N4O3 in the gas phase.

The geometry in ORCA input format:
```
! RIJCOSX wB97M-V def2-TZVPD def2/J DEFGRID3
* xyz 0 1
O 1.2135 1.9448 -2.6395
C 1.5998 1.0949 -1.8639
N 2.8903 0.9744 -1.4764
H 3.1534 0.2439 -0.8353
C 3.9126 1.9058 -1.8888
H 3.4973 2.4781 -2.7200
C 4.3112 2.8457 -0.7445
N 5.4433 3.6547 -1.1195
C 6.0546 4.3736 -0.0152
C 6.9503 5.3788 -0.7243
H 7.2674 6.1929 -0.0758
H 7.8312 4.8686 -1.1128
C 6.0581 5.8469 -1.8750
H 5.4432 6.6878 -1.5530
H 6.6351 6.1612 -2.7422
C 5.1745 4.6266 -2.1784
H 5.4284 4.1742 -3.1408
H 4.1131 4.9103 -2.2042
H 6.6084 3.6776 0.6185
H 5.3069 4.8965 0.6069
H 4.6059 2.2454 0.1231
H 3.4321 3.4541 -0.4573
H 4.7965 1.3614 -2.2306
C 0.6761 0.0677 -1.2830
C 0.7799 -0.3503 0.0346
C -0.1265 -1.2804 0.5381
C -1.1237 -1.8044 -0.2897
C -1.2268 -1.3655 -1.6088
C -0.3428 -0.4308 -2.0980
H -0.4174 -0.0652 -3.1098
H -2.0182 -1.7737 -2.2177
C -2.0800 -2.7827 0.2392
O -2.9185 -3.3353 -0.4372
N -1.9584 -3.0505 1.5997
C -0.9896 -2.5378 2.4364
O -0.9240 -2.8014 3.6147
N -0.0709 -1.7047 1.8436
H 0.6382 -1.3318 2.4607
C -3.0241 -3.8152 2.2325
H -3.4899 -4.4149 1.4494
H -2.5827 -4.4567 2.9965
C -4.0527 -2.8595 2.8627
C -4.4842 -1.8489 1.8379
C -5.5147 -2.1302 0.9513
C -5.8297 -1.2456 -0.0636
C -5.1121 -0.0708 -0.2110
C -4.0897 0.2245 0.6732
C -3.7818 -0.6586 1.6928
H -2.9846 -0.4217 2.3857
H -3.5252 1.1396 0.5646
H -5.3479 0.6132 -1.0126
H -6.6301 -1.4789 -0.7499
H -6.0649 -3.0545 1.0511
H -3.5907 -2.3633 3.7179
H -4.9010 -3.4480 3.2130
H 1.5319 0.0612 0.6934
*
```

Results
Max |F| = 0.687 eV/A
ΔE to the lowest compared entry with this formula, charge and spin = 0.0000 eV
Gap between HOMO and LUMO = 8.676 eV

---

(4)
Density functional theory data (wB97M-V/def2-TZVPD) for 2 unconnected molecules or ions with the total composition C23H26N4O5 at a distorted geometry.

The geometry in ORCA input format:
```
! RIJCOSX wB97M-V def2-TZVPD def2/J DEFGRID3
* xyz 0 1
O -5.6352 0.7596 -2.0363
O 2.0566 -3.2287 3.8770
O 2.7337 1.8895 3.1882
N -4.0256 2.1083 -3.8381
O -3.9028 0.3540 -0.6327
O -3.2005 0.4959 2.1884
C -4.4381 0.8364 -1.7833
C 2.1548 -2.0296 3.6743
C 3.3777 0.8501 3.2626
C -3.5404 1.5168 -2.7675
C -0.9409 -0.7552 -2.2129
C -1.4452 0.2421 -3.0090
C -1.3903 -0.2432 -6.8011
C -0.8039 -1.5180 -6.7894
C -1.0900 1.5404 1.7316
C -1.3217 -0.8885 1.6344
C -1.6434 0.4260 -5.5973
C -0.4660 -2.1277 -5.5721
C 0.2795 1.4164 1.4356
C 0.0494 -1.0083 1.3346
C -1.8901 0.3846 1.8469
C -1.3052 -0.1895 -4.3898
C -0.7213 -1.4507 -4.3767
C 0.8570 0.1447 1.2571
N -0.5041 -1.7825 -3.0465
N 4.1847 0.5958 4.3017
N 3.0207 -1.6083 2.7468
C 1.3135 -1.0746 4.5022
C -2.0476 1.5419 -2.5471
C 4.3966 1.5096 5.4227
C 2.3465 0.0251 0.9881
C 3.2652 -0.2616 2.1978
H -5.0402 2.0476 -3.9505
H -4.6300 -0.0483 -0.1319
H -3.4411 1.4067 2.3603
H -0.9066 -0.7372 -1.1275
H -1.6527 0.2281 -7.7430
H -0.6128 -2.0328 -7.7262
H -1.5191 2.5172 1.8903
H -1.9437 -1.7659 1.7266
H -2.0984 1.4113 -5.5981
H -0.0121 -3.1130 -5.5582
H 0.8994 2.3021 1.3800
H 0.4865 -1.9878 1.1954
H -0.0877 -2.6558 -2.7305
H 4.6531 -0.2968 4.3217
H 3.5103 -2.3664 2.2989
H 1.9248 -0.6375 5.2873
H 0.4999 -1.6353 4.9594
H 0.8892 -0.2873 3.8856
H -1.6018 2.3707 -3.1042
H -1.8306 1.6971 -1.4863
H 4.5996 2.5147 5.0471
H 5.2408 1.1768 6.0277
H 3.4995 1.5468 6.0433
H 2.6875 0.9480 0.5162
H 2.4940 -0.7673 0.2531
H 4.2680 -0.3066 1.7734
*
```

Results
Max |F| = 3.314 eV/A
ΔE to the lowest compared entry with this formula, charge and spin = 2.2565 eV
Gap between HOMO and LUMO = 7.912 eV